No. 1
Computed, not measured: C47H61AsF4HfN3P2S4Si as an isolated structure, with wB97M-V/def2-TZVPD.

Geometry as XYZ:
```
124
Properties=species:S:1:pos:R:3:forces:R:3
Hf 0.0031 0.1383 0.9777 0.9 0.0 -0.3
C -2.1775 4.2898 0.5417 0.0 -0.1 0.0
N -2.7712 3.0402 0.0876 0.0 -0.1 0.0
C -4.2168 3.1429 0.1776 0.0 0.0 -0.1
C -2.3741 2.7252 -1.2773 -0.1 0.0 0.0
C -0.9832 2.1132 -1.4096 0.2 0.2 -0.1
N -0.8940 0.6944 -1.0228 0.0 -0.2 0.2
C -1.4917 -0.1625 -1.8984 0.0 0.0 0.2
C -1.5189 -1.5228 -1.5680 0.1 0.0 0.1
F -0.8473 -1.8401 -0.4173 -0.4 0.0 0.2
C -2.1150 -2.5198 -2.2950 -0.1 0.0 0.0
F -2.0638 -3.7850 -1.8463 -0.1 0.1 0.0
C -2.7545 -2.2293 -3.4858 -0.2 0.1 0.2
C -2.7195 -0.9058 -3.8734 -0.5 0.1 0.5
F -3.2885 -0.5525 -5.0411 0.1 -0.1 0.0
C -2.1088 0.0973 -3.1376 -0.2 0.0 -0.2
F -2.1164 1.3247 -3.7007 -0.1 -0.2 -0.2
H -2.4035 4.4423 1.5984 0.0 0.0 0.0
H -1.0983 4.2800 0.4218 0.1 0.0 0.0
H -2.5778 5.1440 -0.0313 0.0 0.0 0.0
H -4.6078 3.9517 -0.4644 0.0 0.0 0.0
H -4.5136 3.3593 1.2050 0.0 0.0 0.0
H -4.6851 2.2082 -0.1286 0.0 0.1 0.0
H -2.4024 3.6331 -1.9071 0.0 0.0 0.0
H -3.1202 2.0402 -1.6871 0.0 0.0 0.0
H -0.2736 2.6828 -0.8184 0.0 0.1 0.1
H -0.6542 2.2347 -2.4443 0.1 0.0 0.2
H -3.2280 -2.9899 -4.0853 0.0 0.0 0.0
C 1.0721 -3.5708 -1.9069 0.0 -0.2 0.0
N 1.8915 -2.3402 -1.9924 -0.2 -0.1 0.0
P 1.3519 -1.1873 -3.1915 0.2 0.2 -0.2
C 0.8557 -2.3138 -4.5537 0.0 0.0 0.0
C 1.6237 -3.4021 -4.9671 0.0 0.0 -0.1
C 1.2209 -4.1777 -6.0390 0.0 0.0 0.0
C 0.0488 -3.8669 -6.7229 0.0 0.0 0.0
C -0.7151 -2.7828 -6.3258 0.0 -0.1 0.0
C -0.3151 -2.0138 -5.2379 0.2 0.1 -0.2
C 2.9045 -0.6105 -3.9870 0.1 -0.1 0.1
C 2.8004 0.5386 -4.7650 0.0 0.0 0.0
C 3.9079 1.0459 -5.4265 0.0 0.0 0.0
C 5.1383 0.4166 -5.3006 0.0 0.0 0.0
C 5.2508 -0.7245 -4.5192 0.0 0.0 0.0
C 4.1379 -1.2388 -3.8714 0.0 0.0 0.0
P 2.1030 -1.7029 -0.3688 -0.1 0.4 -0.1
C 2.9746 -3.1627 0.3486 -0.1 0.1 0.0
C 3.8488 -3.8872 -0.4645 0.0 0.0 0.0
C 4.5227 -4.9945 0.0233 0.0 0.0 0.0
C 4.3266 -5.4061 1.3348 0.0 0.0 0.0
C 3.4526 -4.7017 2.1468 0.0 0.0 0.0
C 2.7821 -3.5879 1.6583 0.0 0.0 0.0
C 3.4459 -0.4887 -0.5857 0.1 -0.2 0.0
C 4.7692 -0.7488 -0.2328 0.1 -0.1 0.0
C 5.7537 0.1916 -0.4767 0.0 0.1 0.0
C 5.4311 1.4003 -1.0829 0.0 0.0 0.0
C 4.1137 1.6814 -1.4002 0.0 0.0 0.1
C 3.1229 0.7469 -1.1325 -0.1 0.1 -0.1
H 0.2562 -3.5691 -2.6270 0.1 0.0 0.1
H 0.6234 -3.6847 -0.9164 0.0 0.0 0.0
H 1.6901 -4.4525 -2.0908 0.0 0.0 0.0
H 2.5454 -3.6336 -4.4453 0.0 0.0 0.0
H 1.8226 -5.0223 -6.3503 0.0 0.0 0.0
H -0.2635 -4.4730 -7.5637 0.0 0.0 0.0
H -1.6283 -2.5363 -6.8519 0.0 0.0 0.0
H -0.9221 -1.1773 -4.9118 0.5 -0.1 -0.3
H 1.8464 1.0501 -4.8398 0.0 0.0 0.0
H 3.8144 1.9428 -6.0252 0.0 0.0 0.0
H 6.0098 0.8216 -5.7987 0.0 0.0 0.0
H 6.2116 -1.2101 -4.4026 0.0 0.0 0.0
H 4.2304 -2.1182 -3.2498 0.0 0.0 0.1
H 3.9880 -3.5809 -1.4930 0.0 0.0 0.0
H 5.1989 -5.5379 -0.6251 0.0 0.0 0.0
H 4.8523 -6.2711 1.7186 0.0 0.0 0.0
H 3.2887 -5.0102 3.1711 0.0 0.0 0.0
H 2.1225 -3.0444 2.3172 0.0 0.0 0.0
H 5.0366 -1.6844 0.2433 0.0 0.1 0.0
H 6.7761 -0.0185 -0.1887 0.0 0.0 0.0
H 6.2027 2.1335 -1.2796 0.0 0.0 0.0
H 3.8365 2.6337 -1.8239 0.0 0.1 0.0
H 2.0927 0.9988 -1.3808 0.0 0.0 0.1
S 2.3841 2.0583 4.7945 0.1 0.0 -0.1
As 2.7209 1.6416 2.7881 -0.1 0.1 0.2
S 1.8709 -0.5184 2.4702 -0.5 0.1 -0.3
S 0.8143 2.5327 1.5991 -0.4 -0.5 -0.1
S 1.6198 3.8068 0.2060 0.0 0.0 -0.1
C -4.9623 -1.3416 2.7066 0.0 0.0 0.0
C -3.7477 -1.2633 1.7701 0.0 0.0 0.0
C -3.7313 -2.5674 0.9619 -0.1 0.0 0.0
C -4.0317 -0.1208 0.7844 0.0 -0.1 0.1
Si -2.0502 -0.9144 2.6913 0.0 0.3 0.1
C -1.4433 -2.5798 3.5233 0.0 -0.1 -0.1
C -2.5607 -3.3751 4.2165 0.0 0.0 0.0
C -0.3482 -2.3720 4.5779 0.0 0.0 0.0
C -0.8375 -3.4725 2.4286 0.0 0.0 0.0
C -2.3354 0.4421 4.0577 0.1 -0.1 0.1
C -3.0866 -0.0334 5.3082 -0.1 0.0 0.0
C -3.0769 1.6557 3.4857 0.0 0.1 0.0
C -0.9652 0.9698 4.5081 0.0 0.1 0.0
H -5.8598 -1.5483 2.1089 0.0 0.0 0.0
H -5.1381 -0.4058 3.2346 0.0 0.0 0.0
H -4.8762 -2.1348 3.4494 0.0 0.0 0.0
H -4.6152 -2.5986 0.3130 0.0 0.0 0.0
H -3.7726 -3.4499 1.5986 0.0 0.0 0.0
H -2.8568 -2.6687 0.3282 0.1 0.0 -0.1
H -4.8869 -0.3833 0.1478 0.0 0.0 0.0
H -3.1878 0.0982 0.1320 0.1 0.0 -0.1
H -4.2776 0.8021 1.3028 0.1 -0.1 0.0
H -3.0663 -2.7953 4.9890 0.0 0.0 0.0
H -2.1175 -4.2515 4.7062 0.0 0.0 0.0
H -3.3150 -3.7447 3.5244 0.0 0.0 0.0
H -0.7264 -1.8872 5.4777 0.0 0.0 0.0
H 0.4968 -1.7927 4.2111 0.0 0.0 0.0
H 0.0313 -3.3565 4.8803 0.0 0.0 0.0
H -1.5739 -3.8029 1.6971 0.0 0.0 0.0
H -0.3940 -4.3694 2.8789 0.0 0.0 0.0
H -0.0394 -2.9574 1.8844 0.0 0.0 0.0
H -4.0642 -0.4581 5.0800 0.0 0.0 0.0
H -3.2502 0.8246 5.9722 0.0 0.0 0.0
H -2.5254 -0.7737 5.8782 0.1 0.0 0.0
H -4.1308 1.4592 3.2839 0.0 0.0 0.0
H -2.6107 2.0173 2.5637 0.0 0.0 0.0
H -3.0327 2.4737 4.2157 0.0 0.0 0.0
H -0.2862 0.2088 4.8777 0.0 -0.1 0.0
H -1.0921 1.7094 5.3079 0.0 0.0 0.0
H -0.4488 1.5010 3.7048 0.0 0.0 0.0
```
Forces are in eV/Å.

As for the calculated total energy: -197015.516 eV. Its total charge is -1. Its HOMO energy is -4.5 eV. For the max |F|, the calculation gives 0.9 eV/A. The value obtained for the energy above the lowest of the compared OMol25 structures with the same formula, charge and spin is 0.629 eV. Its LUMO energy is 2.14 eV.

Results of the Löwdin charge analysis, in e, for atoms 1 through 99: number 1, Hf, carries 1.068; number 2, C, carries -0.113; number 3, N, carries -0.257; number 4, C, carries -0.125; number 5, C, carries -0.202; number 6, C, carries -0.252; number 7, N, carries -0.119; number 8, C, carries -0.257; number 9, C, carries -0.205; number 10, F, carries -0.081; number 11, C, carries -0.239; number 12, F, carries 0.090; number 13, C, carries 0.046; number 14, C, carries -0.261; number 15, F, carries 0.089; number 16, C, carries -0.161; number 17, F, carries 0.069; number 18, H, carries 0.084; number 19, H, carries 0.002; number 20, H, carries 0.086; number 21, H, carries 0.087; number 22, H, carries 0.083; number 23, H, carries 0.062; number 24, H, carries 0.130; number 25, H, carries 0.107; number 26, H, carries -0.042; number 27, H, carries 0.114; number 28, H, carries 0.138; number 29, C, carries -0.182; number 30, N, carries -0.487; number 31, P, carries 1.071; number 32, C, carries -0.348; number 33, C, carries -0.091; number 34, C, carries -0.080; number 35, C, carries -0.089; number 36, C, carries -0.073; number 37, C, carries -0.097; number 38, C, carries -0.368; number 39, C, carries -0.106; number 40, C, carries -0.088; number 41, C, carries -0.096; number 42, C, carries -0.083; number 43, C, carries -0.097; number 44, P, carries 0.927; number 45, C, carries -0.352; number 46, C, carries -0.117; number 47, C, carries -0.083; number 48, C, carries -0.090; number 49, C, carries -0.072; number 50, C, carries -0.115; number 51, C, carries -0.393; number 52, C, carries -0.087; number 53, C, carries -0.079; number 54, C, carries -0.075; number 55, C, carries -0.090; number 56, C, carries -0.161; number 57, H, carries 0.056; number 58, H, carries 0.066; number 59, H, carries 0.082; number 60, H, carries 0.104; number 61, H, carries 0.100; number 62, H, carries 0.098; number 63, H, carries 0.105; number 64, H, carries 0.075; number 65, H, carries 0.101; number 66, H, carries 0.099; number 67, H, carries 0.096; number 68, H, carries 0.101; number 69, H, carries 0.083; number 70, H, carries 0.091; number 71, H, carries 0.100; number 72, H, carries 0.099; number 73, H, carries 0.105; number 74, H, carries 0.019; number 75, H, carries 0.098; number 76, H, carries 0.100; number 77, H, carries 0.102; number 78, H, carries 0.093; number 79, H, carries 0.070; number 80, S, carries -0.194; number 81, As, carries 0.151; number 82, S, carries -0.039; number 83, S, carries -0.251; number 84, S, carries -0.100; number 85, C, carries -0.100; number 86, C, carries -0.607; number 87, C, carries -0.103; number 88, C, carries -0.124; number 89, Si, carries 0.775; number 90, C, carries -0.619; number 91, C, carries -0.100; number 92, C, carries -0.126; number 93, C, carries -0.122; number 94, C, carries -0.636; number 95, C, carries -0.098; number 96, C, carries -0.114; number 97, C, carries -0.167; number 98, H, carries 0.084; number 99, H, carries 0.057

=====

No. 2
Computed, not measured: C4H10O4P as an isolated structure, with wB97M-V/def2-TZVPD.

Geometry as XYZ:
```
19
Properties=species:S:1:pos:R:3:forces:R:3
C 1.1348 -1.1539 1.0797 -0.2 -1.3 -3.0
C 1.0647 -0.3158 -1.3016 2.2 -2.9 0.7
C 0.8096 1.3630 0.7131 0.5 -0.8 -4.5
C 0.6922 -0.0898 0.1233 -3.5 1.0 1.8
O -2.2391 1.1547 0.7317 -0.4 1.4 0.1
O -2.1248 -1.3721 1.2498 0.0 -1.5 1.1
O -2.4205 0.6002 -1.8755 -0.6 1.4 0.6
O -2.2747 -0.5862 -1.1218 0.4 -0.8 1.0
P -1.7459 -0.2069 0.4656 2.7 -0.3 -2.7
H 0.5619 -1.0979 1.9359 -0.9 -0.1 2.1
H 1.0549 -2.1847 0.6233 -0.2 1.0 0.5
H 2.1556 -0.9977 1.2200 2.1 0.1 0.9
H 2.1517 -0.0708 -1.5434 -0.9 -0.1 0.5
H 0.4951 0.1435 -2.0285 -1.5 1.2 -1.3
H 0.9727 -1.4605 -1.4699 0.1 1.8 0.0
H 0.1757 1.8670 -0.1018 0.8 0.3 1.9
H 0.4861 1.4222 1.6945 -1.4 0.2 1.7
H 1.8244 1.8076 0.7372 0.0 -0.3 -0.5
H -2.7745 1.1779 -1.1316 0.5 -0.2 -1.0
```
Forces are in eV/Å.

As for the calculated total energy: -21788.695 eV. Its total charge is -1. Its HOMO energy is -3.9 eV. For the max |F|, the calculation gives 4.6 eV/A. The value obtained for the energy above the lowest of the compared OMol25 structures with the same formula, charge and spin is 2.696 eV. Its LUMO energy is 3.74 eV.

The molecule's Löwdin atomic charges, reported in e, are given here: number 1, C, carries -0.141; number 2, C, carries -0.124; number 3, C, carries -0.120; number 4, C, carries -0.493; number 5, O, carries -0.362; number 6, O, carries -0.341; number 7, O, carries -0.149; number 8, O, carries -0.313; number 9, P, carries 0.410; number 10, H, carries 0.035; number 11, H, carries 0.094; number 12, H, carries 0.045; number 13, H, carries 0.086; number 14, H, carries 0.026; number 15, H, carries 0.101; number 16, H, carries 0.092; number 17, H, carries 0.030; number 18, H, carries 0.059; number 19, H, carries 0.065